1.
Entry from the OMol25 dataset: a 11-piece molecular cluster, C25H72N2O11 overall (the ωB97M-V functional and the def2-TZVPD basis).

As for the SMILES: NC(N)=O.CC(C)O.CC(C)O.CC(C)O.CC(C)O.CC(C)O.CC(C)O.CC(C)O.CO.CO.CO. Its total charge is 0. For the HOMO energy, the calculation gives -8.8 eV. The total energy is -1932.46465 hartree. Its energy relative to the best compared isomer or geometry (same formula, charge and spin) is 858.9 kJ/mol.

```
110
Properties=species:S:1:pos:R:3:forces:R:3:mulliken_charge:R:1
N -0.549745 -0.356127 0.925073 -2.4787 -3.1765 5.2293 1.941
C -0.013745 0.705873 0.534073 -0.7244 7.7071 -0.4324 0.596
N 0.278255 0.628873 -0.738927 2.3352 0.8678 -3.7948 2.798
O -0.057745 1.956873 1.167073 0.8849 -5.4765 -1.8353 -0.374
H -1.086745 -0.368127 1.783073 0.5361 -0.2247 0.1183 -0.852
H -0.591745 -1.177127 0.390073 0.1327 -0.9190 -0.9935 -0.933
H 0.568255 1.577873 -1.114927 0.0297 -1.8160 0.4261 -0.624
H 0.280255 -0.288127 -1.326927 -0.0377 2.6989 1.9741 -0.880
C -2.853745 -4.149127 -1.403927 -0.8251 0.3727 -1.1728 -1.280
C -2.048745 -4.527127 -0.238927 2.3018 7.2625 -0.2900 1.175
C -2.273745 -3.625127 0.988073 -1.3418 2.4320 -1.4386 -1.148
O -2.233745 -5.645127 0.272073 -2.8579 -12.0544 1.3297 -0.526
H -2.441745 -4.623127 -2.293927 -0.2221 -0.0083 -0.2757 0.434
H -2.739745 -3.094127 -1.476927 0.2070 0.9484 -0.6067 -0.180
H -3.942745 -4.295127 -1.357927 0.3100 -0.4426 0.3533 0.393
H -0.994745 -4.580127 -0.487927 0.8389 1.6026 -0.7886 -0.065
H -3.362745 -3.666127 1.262073 1.0967 -0.5633 0.2210 0.550
H -2.165745 -2.541127 0.785073 0.1764 -0.3739 -0.2925 -0.013
H -1.565745 -3.809127 1.757073 0.1264 -0.6370 0.8810 0.140
H -2.276745 -6.343127 -0.478927 0.1086 1.2855 2.1035 0.431
C -1.628745 -0.019127 -5.148927 -0.8270 1.2723 1.5076 -1.968
C -1.073745 -0.139127 -3.742927 -6.6605 5.2133 0.7291 1.669
C -2.180745 -0.557127 -2.674927 1.5809 1.6176 -0.7874 -1.300
O -0.132745 -0.966127 -3.622927 6.6780 -5.9315 0.2046 -0.348
H -2.645745 0.348873 -5.102927 -0.1346 0.3275 -0.1847 0.426
H -1.641745 -0.894127 -5.677927 -0.2092 -2.8241 -0.9949 0.512
H -1.029745 0.608873 -5.744927 0.7226 1.2632 -0.6367 0.504
H -0.691745 0.875873 -3.494927 -0.6203 -0.0503 0.2354 -0.687
H -2.906745 0.217873 -2.644927 -0.8929 0.4923 -0.2492 0.798
H -1.750745 -0.503127 -1.669927 -0.0301 -0.6084 -0.2185 -0.213
H -2.643745 -1.481127 -2.929927 -0.1391 -0.8505 -0.1022 0.492
H 0.444255 -0.953127 -4.394927 0.2746 -0.1438 0.1579 0.311
C 2.099255 1.894873 -3.104927 0.6468 -0.3826 -0.7958 -1.065
C 2.491255 2.777873 -1.943927 6.0658 0.4616 -8.7156 0.614
C 2.638255 4.202873 -2.542927 2.2671 -0.1824 -1.5778 -1.611
O 1.614255 2.881873 -1.110927 -7.3535 1.6329 9.2395 0.306
H 2.961255 1.901873 -3.828927 -1.1772 -0.1517 0.3626 0.492
H 1.147255 2.250873 -3.522927 0.3857 0.1736 -0.2876 0.217
H 1.897255 0.886873 -2.768927 0.2371 -0.4836 0.0079 -0.207
H 3.328255 2.322873 -1.446927 1.9012 0.0530 -0.4620 0.487
H 2.833255 4.950873 -1.809927 0.2595 0.4869 0.8786 0.414
H 1.763255 4.531873 -3.074927 -0.9026 -0.3601 0.0823 0.348
H 3.415255 4.305873 -3.323927 0.1004 -0.1527 0.4116 0.440
H 2.122255 3.319873 -0.346927 -2.2141 -0.5728 0.3121 -0.099
C 3.281255 -3.624127 2.408073 -0.9375 1.7834 -0.0559 -1.524
C 1.875255 -4.008127 2.625073 -0.6054 1.1501 5.8364 0.261
C 0.894255 -2.907127 2.736073 1.1780 2.9078 0.4382 -0.849
O 1.318255 -4.838127 1.791073 -2.0659 -4.9396 -4.8725 -0.575
H 3.333255 -2.785127 1.711073 0.5000 -0.2874 -0.0973 -0.018
H 3.796255 -4.465127 2.167073 1.6366 -2.4175 -1.7706 0.548
H 3.775255 -3.404127 3.326073 -0.0626 0.9589 0.9150 0.485
H 1.779255 -4.598127 3.586073 0.9718 1.0267 0.1709 0.326
H 1.277255 -2.061127 3.329073 -0.2451 -0.1292 -0.0093 0.370
H -0.038745 -3.200127 3.114073 -1.2016 -0.6172 0.8992 0.700
H 0.657255 -2.514127 1.759073 0.2299 0.1704 -0.5424 0.150
H 0.545255 -5.245127 2.234073 0.6970 0.2975 -0.7835 0.358
C -3.082745 0.534873 2.504073 -0.2706 0.4079 1.8072 -1.479
C -2.673745 -0.330127 3.706073 -7.6370 1.4638 0.3732 0.496
C -3.720745 -1.520127 3.797073 -0.9276 2.0474 0.0319 -1.422
O -1.541745 -0.876127 3.584073 7.3034 -3.4776 -0.8336 -0.430
H -2.381745 1.335873 2.371073 0.1430 0.7981 -0.0032 0.183
H -4.078745 0.878873 2.746073 -0.2055 0.5970 -0.2687 0.570
H -3.121745 0.028873 1.583073 -0.1424 -1.0889 -1.1280 0.226
H -2.686745 0.320873 4.609073 -0.6060 -0.3258 -0.2210 0.406
H -3.828745 -2.028127 2.817073 0.3937 0.1153 0.6989 0.223
H -4.686745 -1.014127 3.986073 0.1331 -0.4136 -0.1320 0.431
H -3.579745 -2.187127 4.642073 0.4231 -0.2200 -0.1566 0.379
H -0.868745 -0.319127 3.949073 0.9758 0.3046 0.1572 0.244
C -1.598745 4.884873 -0.999927 -0.9730 1.4900 -0.7203 -1.457
C -2.410745 3.681873 -0.626927 -1.0253 -0.2331 -7.1059 0.589
C -2.114745 2.419873 -1.478927 0.4687 -0.2014 -2.3450 -0.951
O -2.169745 3.271873 0.529073 1.1885 -1.2346 8.8187 -0.404
H -1.717745 5.613873 -0.212927 -0.1823 0.3001 0.4540 0.423
H -2.004745 5.387873 -1.885927 0.3183 -0.2132 -0.1747 0.430
H -0.540745 4.748873 -1.082927 0.6777 -0.5980 -0.2778 0.087
H -3.483745 3.876873 -0.742927 -0.0551 0.3354 -0.0639 0.433
H -1.092745 2.222873 -1.873927 -0.2565 0.8532 0.9509 0.132
H -2.604745 2.450873 -2.421927 -1.0211 0.1837 -1.1120 0.708
H -2.409745 1.454873 -1.056927 -0.2141 0.6406 0.6591 -0.086
H -1.252745 2.949873 0.525073 0.3055 -0.5962 0.8678 -0.276
C 1.548255 -3.688127 -2.358927 -1.0079 -2.8356 0.6583 -1.445
C 1.110255 -2.873127 -1.122927 12.8788 -4.8272 0.5927 0.185
C 2.289255 -1.894127 -0.857927 0.4963 -0.1623 -0.5828 0.155
O 0.089255 -2.237127 -1.167927 -11.2710 5.1736 -1.2725 0.104
H 1.309255 -3.240127 -3.298927 -0.0328 0.6793 -0.6860 0.235
H 0.869255 -4.620127 -2.301927 1.1636 0.9939 -0.4635 0.302
H 2.631255 -4.034127 -2.367927 -1.4997 0.5160 0.2277 0.358
H 1.113255 -3.572127 -0.329927 0.0127 -0.9405 1.1855 0.422
H 3.206255 -2.436127 -1.105927 0.2351 0.5090 0.5316 0.830
H 2.270255 -1.531127 0.167073 0.1522 -0.0560 0.0513 -1.099
H 2.199255 -1.012127 -1.533927 0.1781 -0.6159 0.3238 -0.344
H 0.011255 -1.973127 -2.081927 -1.0833 0.7864 -0.9503 -0.473
C 3.986255 0.156873 1.437073 1.6605 0.4998 0.4488 -0.525
O 2.745255 0.268873 2.102073 0.5060 -0.1449 -0.2258 -0.488
H 4.632255 0.992873 1.749073 -0.2064 -0.1737 -0.1003 0.321
H 3.868255 0.225873 0.352073 0.0561 -0.0733 0.0450 0.154
H 4.550255 -0.765127 1.695073 -0.4771 0.2615 -0.1684 0.303
H 2.207255 -0.094127 1.411073 -1.4621 -0.1799 0.0852 0.055
C -0.177745 5.260873 2.414073 -0.5718 0.1102 -1.9216 -0.344
O -0.051745 4.082873 3.095073 1.3580 -0.1996 2.8877 -0.664
H -1.207745 5.614873 2.513073 0.1273 0.7150 0.1339 0.270
H -0.079745 4.955873 1.347073 0.3546 1.1678 0.3010 -0.137
H 0.589255 5.969873 2.750073 -0.3782 -0.0207 -0.2246 0.338
H -0.469745 3.426873 2.592073 -0.8442 -1.8006 -1.0447 0.310
C 3.208255 4.261873 2.058073 0.7115 1.7126 1.2978 -0.736
O 2.265255 3.671873 1.272073 -0.0263 -0.1697 -2.2927 -0.617
H 3.740255 3.499873 2.670073 0.0793 0.7928 -0.3422 0.240
H 2.660255 4.987873 2.692073 0.6270 -0.3572 0.3841 0.164
H 3.856255 4.909873 1.428073 0.0244 -0.8147 0.3714 0.307
H 1.833255 2.996873 1.762073 -1.2257 -1.1700 0.5130 0.013
```
Positions in Å, forces in eV/Å.


2.
Entry from the OMol25 dataset: a 12-piece molecular cluster, C25H74O18 overall (the ωB97M-V functional and the def2-TZVPD basis).

As for the SMILES: COCCOC.COCCOC.COCCOC.COCCOC.COCCOC.COCCOC.CO.O.O.O.O.O. Its total charge is 0. For the HOMO energy, the calculation gives -9.0 eV. The total energy is -2350.93221 hartree. Its energy relative to the best compared isomer or geometry (same formula, charge and spin) is 0.0 kJ/mol.

```
117
Properties=species:S:1:pos:R:3:forces:R:3:mulliken_charge:R:1
C -10.590907 -10.871025 -10.868229 0.3775 -0.4551 0.7329 -0.742
O -11.337380 -10.183861 -9.891825 0.1203 -0.0819 0.0779 -0.375
C -12.290599 -11.022145 -9.280412 -0.7466 0.3238 -0.3771 -0.131
C -12.962997 -10.273763 -8.156439 0.0148 0.9141 0.1200 -0.713
O -13.655925 -9.145642 -8.658891 0.0475 -0.1273 -0.8054 -0.237
C -14.166538 -8.313954 -7.667041 -0.0406 0.2126 0.4792 -0.475
H -11.208668 -11.376926 -11.616935 -0.1428 0.3373 -0.1640 0.257
H -10.008939 -11.661797 -10.370595 0.0737 -0.0262 -0.1191 0.317
H -9.881977 -10.173102 -11.303539 -0.1747 0.0638 -0.2238 0.294
H -11.873905 -11.959554 -8.897226 0.2801 0.0200 0.0626 0.416
H -13.040269 -11.291518 -10.033281 -0.1289 -0.1495 0.0432 0.104
H -12.200269 -9.881046 -7.471379 0.0535 -0.3779 0.2067 0.446
H -13.689014 -10.895702 -7.619291 0.2481 -0.3114 0.0929 0.275
H -14.918277 -8.837783 -7.063314 -0.0536 -0.0047 0.0671 0.140
H -14.633118 -7.438492 -8.115283 -0.0844 -0.1675 -0.2719 0.039
H -13.387591 -7.927936 -6.996042 0.1169 -0.1812 0.0284 0.396
C -21.505373 -8.480489 -11.566741 0.1638 -0.1855 0.6901 -0.123
O -21.577277 -8.519176 -12.957695 0.2280 0.3890 -0.3036 -0.493
C -20.742936 -9.486500 -13.549398 -0.0454 -0.7633 0.1822 0.782
C -20.901883 -9.453008 -15.045048 0.5760 -0.2531 -0.0683 -0.492
O -22.166031 -9.843213 -15.510457 -0.6883 0.3939 -0.0722 -0.436
C -22.460414 -11.214142 -15.388367 0.5912 -0.0565 -0.0389 -0.368
H -22.142114 -9.229718 -11.072438 -0.1182 -0.0226 -0.2279 0.356
H -21.818859 -7.494476 -11.221368 -0.0277 -0.0114 -0.0750 0.312
H -20.490099 -8.667925 -11.191706 0.0589 0.1455 -0.2285 -0.343
H -20.985837 -10.482105 -13.151401 -0.1941 -0.0369 -0.1479 -0.202
H -19.675779 -9.400164 -13.305805 -0.0472 0.6067 0.1257 -0.008
H -20.107939 -10.079382 -15.473968 -0.1172 -0.2437 0.0570 0.105
H -20.678364 -8.458421 -15.432735 -0.4128 0.1750 0.1148 0.407
H -22.448318 -11.583278 -14.359037 0.0922 0.1239 0.0833 0.173
H -21.705901 -11.764686 -15.958984 -0.1374 -0.3602 0.0209 0.091
H -23.451303 -11.409854 -15.787895 -0.0200 0.2097 -0.1754 0.325
C -18.670473 -12.337654 -15.802131 0.5739 -0.3970 -0.3778 -0.902
O -19.295444 -12.581297 -14.567418 0.6492 0.3591 0.1523 -0.178
C -18.366081 -13.057158 -13.609808 -1.1070 -0.6035 0.3077 -0.859
C -19.055064 -13.134395 -12.250865 0.5270 0.2365 -0.4467 -0.577
O -19.238621 -11.838308 -11.721523 0.7290 0.1661 0.1459 0.351
C -19.994237 -11.796675 -10.535688 -1.6255 0.5847 -0.4746 -0.810
H -18.168457 -13.227443 -16.219516 -0.5661 -0.2819 0.0740 0.340
H -17.812337 -11.651493 -15.747924 -0.4881 0.5184 0.2714 0.327
H -19.447550 -11.990483 -16.478101 0.2450 0.0853 -0.1444 0.290
H -17.443351 -12.471126 -13.570683 -0.0761 0.2282 -0.0045 0.402
H -18.119158 -14.092810 -13.881126 0.2934 0.0079 0.0232 0.476
H -18.391008 -13.729978 -11.616606 -0.1921 -0.0368 0.3402 0.177
H -20.030315 -13.613860 -12.356529 -0.0162 -0.2113 -0.0456 0.395
H -19.676490 -12.472402 -9.742006 0.2380 -0.0038 -0.0893 0.307
H -21.051350 -11.957425 -10.807535 0.0952 -0.7273 0.1905 0.354
H -20.093204 -10.761189 -10.199879 0.8701 -0.0218 0.1838 0.027
C -16.407235 -11.843193 -9.677009 -0.5555 -0.7123 0.0222 0.560
O -16.895591 -13.138954 -9.305149 0.3564 0.1228 0.0030 -0.456
C -15.850730 -14.036732 -9.000595 -0.1077 -0.1717 -0.3461 -0.534
C -15.109418 -14.566774 -10.213474 0.2037 0.3059 -1.5282 -0.449
O -13.889507 -13.861560 -10.414016 -0.0711 -0.1609 0.6628 -0.140
C -13.031391 -14.345830 -11.424066 -0.0147 0.2449 0.4344 -0.666
H -15.579757 -11.595953 -9.008179 -0.0539 0.4450 -0.1027 0.004
H -17.273933 -11.195263 -9.570797 0.2965 0.3453 0.0850 -0.494
H -16.079665 -11.826450 -10.719787 0.1559 0.0475 0.0591 0.125
H -16.333253 -14.867602 -8.490586 0.1041 -0.0284 0.1961 0.363
H -15.094264 -13.559858 -8.366514 -0.1066 -0.0582 0.2626 0.320
H -15.677896 -14.366178 -11.133813 -0.5198 -0.2228 0.2202 0.197
H -14.957733 -15.651236 -10.188913 0.2414 -0.0139 0.3041 0.454
H -12.209162 -13.635724 -11.373609 0.2604 -0.2106 -0.3879 0.087
H -13.467650 -14.352595 -12.426796 -0.2264 0.1748 0.0062 0.292
H -12.667503 -15.355685 -11.215734 0.0034 -0.0603 0.1359 0.324
C -15.140298 -1.664291 -3.758908 0.6293 -0.8680 0.1953 -0.758
O -15.360358 -2.359346 -4.968405 -0.2273 0.7854 -0.0570 -0.269
C -16.524157 -1.928958 -5.659789 0.8012 -1.5842 -0.7609 -0.567
C -16.719148 -2.923296 -6.806734 -1.0197 0.4240 0.4087 -0.497
O -17.007270 -4.198890 -6.277700 -0.4161 0.1253 -0.2851 -0.459
C -17.350970 -5.104794 -7.318915 1.1348 0.1809 0.3417 -0.359
H -16.030537 -1.643920 -3.123146 -0.1266 0.2373 -0.1497 0.328
H -14.701657 -0.672218 -3.894471 -0.2921 0.1428 -0.1255 0.280
H -14.400409 -2.275840 -3.234761 -0.0016 0.2004 0.0896 0.233
H -16.419454 -0.955487 -6.146832 0.0029 0.3396 0.4878 0.336
H -17.365933 -2.012674 -4.971031 -0.2738 0.3820 -0.1326 0.333
H -15.896106 -2.924025 -7.527983 0.3682 -0.1436 0.2863 0.336
H -17.593151 -2.577330 -7.379364 -0.0522 0.0540 -0.0363 0.375
H -17.689983 -6.025757 -6.851463 -0.0715 0.0094 -0.0846 0.089
H -16.411617 -5.279989 -7.860476 -0.3074 -0.3731 -0.3500 0.273
H -18.093135 -4.717285 -8.022600 -0.1134 0.0715 0.1545 0.293
C -18.477295 -6.179394 -12.225993 0.4445 1.7022 0.8095 -0.433
O -17.565873 -5.410183 -11.413627 0.2507 -0.0078 0.0822 -0.394
C -16.289062 -5.986402 -11.263930 -0.0325 -0.4155 -0.6055 -0.085
C -15.485397 -6.006034 -12.559518 1.0103 -0.2300 -0.3607 -0.843
O -15.437608 -4.845734 -13.364566 -0.7291 0.4479 -0.1445 -0.371
C -15.062589 -3.701298 -12.641577 0.2218 -0.1472 0.9778 -0.620
H -18.006404 -6.485693 -13.157746 -0.0989 -0.5266 0.1446 0.354
H -19.212355 -5.410662 -12.466295 -0.4091 -0.4547 -0.1327 0.311
H -18.886301 -6.941899 -11.568341 -0.1353 -0.5043 -0.6247 -0.045
H -16.341601 -7.048500 -10.992632 -0.1482 -0.0298 0.2538 -0.103
H -15.757327 -5.479889 -10.460660 -0.1554 0.2648 0.0111 0.573
H -15.821596 -6.812481 -13.210451 -0.2262 0.1173 -0.0539 0.332
H -14.444527 -6.268534 -12.318759 -0.0158 -0.1413 0.3364 0.519
H -14.018011 -3.785767 -12.315952 0.1153 0.0685 -0.0614 0.313
H -15.662735 -3.604675 -11.730299 -0.0718 0.0829 -0.0700 0.182
H -15.181292 -2.772371 -13.192459 -0.0864 -0.2785 -0.4993 0.271
C -19.139607 -7.699972 -8.666644 -0.6500 -0.4042 -0.8152 -0.498
O -17.987922 -8.541525 -8.764518 -0.2400 0.5367 0.7794 0.424
H -19.991010 -8.187372 -9.155058 0.0124 -0.1254 0.2000 0.031
H -19.429318 -7.534411 -7.629856 0.0773 0.2260 -0.0162 0.354
H -19.025621 -6.765076 -9.222455 0.3689 0.1351 0.3200 0.026
H -17.748336 -8.661855 -7.819851 0.3171 -0.3982 -0.9472 -0.099
O -17.538176 -9.207492 -6.191492 0.1717 -0.0219 0.7278 -0.474
H -17.766252 -10.089344 -5.874638 0.0023 0.0315 -0.2289 0.223
H -16.918780 -8.858347 -5.537418 -0.0144 0.0014 -0.1724 0.250
O -20.464313 -9.011834 -4.933940 0.3269 0.0427 0.2626 -0.639
H -19.998499 -9.778000 -4.585250 -0.1350 -0.0063 -0.0332 0.274
H -19.877809 -8.264854 -4.759984 -0.0828 -0.0719 -0.0655 0.291
O -17.639937 -9.455312 -11.727647 -0.0525 -0.0490 -0.0545 -0.444
H -18.064156 -10.329645 -11.748544 -0.0001 0.1031 -0.0345 0.006
H -17.763590 -9.145030 -10.821790 0.1256 0.0033 0.1943 0.101
O -22.464081 -8.070478 -6.632020 0.3067 -0.0284 0.0650 -0.636
H -21.710664 -8.477099 -6.157660 -0.5677 0.2498 -0.2706 0.391
H -22.124692 -7.231964 -6.972877 0.1414 -0.3555 0.0481 0.340
O -21.436161 -5.437228 -7.508446 -0.2143 0.1678 -0.0052 -0.611
H -21.058209 -4.666577 -7.946481 0.0181 -0.1096 0.0001 0.267
H -22.382470 -5.249132 -7.451102 0.1414 0.0922 -0.0172 0.290
```
Positions in Å, forces in eV/Å.